C9H8INOS | ωB97M-V/def2-TZVPD

```
21
Properties=species:S:1:pos:R:3:lowdin_charge:R:1
C 2.0006 -2.1731 -1.0900 0.010
C 1.7390 -1.4056 0.1768 -0.306
O 2.6017 -1.4068 1.2278 0.084
C 1.9720 -0.6700 2.1833 -0.164
N 0.8191 -0.2056 1.8313 0.124
C 0.6591 -0.7252 0.5915 -0.248
C -0.9502 -0.4102 -0.2790 -0.700
I -2.1566 -1.9682 0.4661 0.861
C -1.3444 0.9269 -0.0283 -0.661
C -1.3245 1.9889 -0.9294 -0.101
C -1.9105 3.2341 -0.4341 -0.150
C -2.4175 3.0399 0.8443 -0.414
S -2.1088 1.4532 1.4694 0.959
H 1.4244 -3.2155 -1.0448 0.137
H 1.5992 -1.4062 -1.7475 0.081
H 2.9512 -2.5229 -1.2064 0.038
H 2.2891 -0.4510 3.1647 0.122
H -0.6183 -0.5381 -1.3895 0.108
H -1.0114 1.8241 -1.8862 0.072
H -2.2479 3.9945 -1.0267 0.061
H -2.9410 3.7520 1.5677 0.088
```

The calculation puts the highest occupied orbital energy at -8.55 eV. The value obtained for the relative energy (zero: lowest compared OMol25 entry of this formula, charge and spin) is 0.7564 eV. Its HOMO-LUMO gap is 8.88 eV.